7
Properties=species:S:1:pos:R:3:forces:R:3:mulliken_charge:R:1 method="wB97M-V/def2-TZVPD" charge=0 e_tot_ha=-224.7655 de_lowest_kcal_mol=145.4 e_homo_ha="-0.3236 / -0.3370"
N 0.64546 -0.42760 -0.86073 -1.167 -2.687 -3.012 -0.329
N 0.60940 0.60704 0.71532 -0.609 1.414 2.840 -0.393
C -0.56353 -0.06532 0.19595 -0.162 0.258 -0.921 0.240
C -1.79185 -0.34420 0.21540 2.098 0.459 0.308 -0.419
C 1.45185 0.34603 -0.27406 -2.284 -0.061 1.387 0.103
H 2.46118 0.48581 -0.30486 2.389 0.685 -0.503 0.378
H -2.81250 -0.60176 0.31297 -0.266 -0.068 -0.097 0.420